Entry from the OMol25 dataset: a cluster of 12 separate species, C72H162N6O24S6 in total in a non-equilibrium geometry (the ωB97M-V functional and the def2-TZVPD basis).

Calculated values
Spin multiplicity ... 1
Max |F| ... 4.3 eV Å⁻¹
HOMO energy ... -8.25 eV
Net charge ... 0
SMILES ... CC1(C)CCCC(C)(C)N1O.CC1(C)CCCC(C)(C)N1O.CC1(C)CCCC(C)(C)N1O.CC1(C)CCCC(C)(C)N1O.CC1(C)CCCC(C)(C)N1O.CC1(C)CCCC(C)(C)N1O.CCOS(C)(=O)=O.CCOS(C)(=O)=O.CCOS(C)(=O)=O.CCOS(C)(=O)=O.CCOS(C)(=O)=O.CCOS(C)(=O)=O
Lowest unoccupied orbital energy ... -0.0302 eV

Geometry as XYZ:
```
270
Properties=species:S:1:pos:R:3:forces:R:3
C 1.200359 2.838117 -1.933282 -0.23 0.85 -0.03
C 2.603986 2.671243 -2.497752 0.87 -0.63 0.37
C 3.190215 1.205985 -2.245077 0.30 1.11 -0.77
C 2.679661 2.959505 -4.008731 3.91 -1.08 1.30
C 2.467903 4.364541 -4.324660 -1.37 2.42 1.04
C 3.543230 5.267464 -3.641890 0.21 -2.96 -1.02
C 3.420121 5.060794 -2.133523 0.57 0.82 0.15
C 4.620436 5.727519 -1.485216 -0.72 -0.12 0.48
C 2.186719 5.839666 -1.594557 -0.20 -0.94 0.41
N 3.590986 3.632722 -1.891422 -0.49 -1.22 0.50
O 3.583667 3.394919 -0.443791 -0.21 -0.01 -0.75
H 0.725800 1.896150 -1.762779 -0.33 -0.82 0.05
H 1.198505 3.381627 -0.967354 0.10 -0.26 -0.48
H 0.585638 3.379223 -2.667020 0.06 -0.09 0.47
H 4.273169 1.317892 -2.130932 0.06 -0.03 -0.32
H 2.870210 0.712798 -1.341911 -0.63 -0.04 0.34
H 3.021160 0.537162 -3.114632 -0.11 0.43 0.50
H 3.803288 2.764444 -4.225175 -1.59 -0.12 -0.03
H 2.127503 2.256374 -4.560814 -1.03 -0.79 -0.73
H 2.340024 4.518740 -5.376736 0.12 0.28 -0.64
H 1.500283 4.638655 -3.832019 0.38 0.14 -0.79
H 3.524893 6.282812 -3.917693 -0.54 1.38 -0.19
H 4.539101 4.906819 -4.030640 -0.71 0.19 0.72
H 4.471475 6.781860 -1.465760 -0.01 0.99 -0.19
H 5.531631 5.506156 -1.997900 0.64 -0.37 -0.09
H 4.595861 5.412655 -0.457219 0.62 -0.15 0.47
H 1.222538 5.520379 -1.909688 -0.51 -0.85 -0.67
H 2.240038 6.801991 -2.052028 0.30 1.09 0.29
H 2.045729 5.854004 -0.497584 0.77 0.27 -0.35
H 4.040994 2.540136 -0.383648 -0.03 0.40 0.04
C -6.706742 0.738129 -1.000855 -1.46 0.36 -0.33
C -7.101319 1.775420 0.055578 -1.01 -2.93 1.76
C -6.701718 3.094308 -0.386002 1.80 1.83 -1.11
C -8.606164 1.769613 0.383987 0.46 0.56 0.75
C -9.151736 0.664523 1.272198 1.73 -0.70 -1.25
C -8.318555 0.636292 2.551003 -0.36 -0.84 0.11
C -6.808453 0.378908 2.294989 -0.29 2.06 -0.73
C -5.995377 0.586013 3.565532 -0.29 0.89 0.25
C -6.583678 -1.004959 1.831763 -0.21 -2.00 -0.20
N -6.383780 1.502903 1.334118 0.71 0.26 -0.08
O -5.058766 1.262450 0.814086 1.27 0.14 1.23
H -7.498475 0.650698 -1.747783 -0.33 -0.34 0.18
H -5.879921 1.033992 -1.589584 1.22 0.40 -0.26
H -6.484808 -0.189844 -0.532684 0.05 -0.84 0.00
H -6.947599 3.847356 0.362998 -0.35 0.23 -0.30
H -5.575055 3.101809 -0.453663 -1.10 0.14 -0.29
H -7.124130 3.277417 -1.399026 0.20 0.34 0.71
H -8.736817 2.689356 0.976172 -0.51 0.19 -0.75
H -9.086255 1.707232 -0.572336 -0.75 0.74 -0.43
H -10.210419 0.789599 1.409315 -0.42 0.15 0.37
H -9.024879 -0.231687 0.637832 -0.18 -0.23 0.72
H -8.720708 -0.133806 3.246664 0.43 0.43 -0.27
H -8.438634 1.608742 3.021545 0.09 0.16 0.27
H -6.249562 -0.151482 4.331514 0.19 -0.12 -0.22
H -6.215021 1.570731 4.012414 0.09 -0.22 -0.26
H -4.937461 0.564737 3.309192 0.09 -0.19 0.20
H -5.558950 -1.274134 1.577594 0.12 0.51 -0.35
H -7.270111 -1.342329 1.033441 0.40 0.13 0.39
H -6.750809 -1.631177 2.716285 -0.35 -0.18 -0.23
H -4.470702 2.028249 1.051792 -0.96 -0.87 0.09
C 0.352972 -6.782547 -3.687030 0.98 1.05 -0.05
C -1.026606 -6.771479 -3.022940 0.05 0.69 0.88
C -1.065935 -7.683885 -1.827251 1.76 1.79 2.04
C -1.262907 -5.338779 -2.423206 -1.49 0.21 -1.11
C -1.829210 -4.326421 -3.424508 1.22 -0.44 -0.11
C -3.013303 -4.911052 -4.143257 0.60 -0.39 0.40
C -2.711011 -6.240859 -4.847661 0.80 0.11 0.41
C -3.969033 -6.785068 -5.376250 -0.93 -1.03 -0.54
C -1.857240 -6.004136 -6.110307 -0.66 0.93 -0.73
N -2.212347 -7.202698 -3.811534 0.12 0.90 -0.73
O -2.030635 -8.527782 -4.356148 0.99 1.18 -0.24
H 0.880835 -7.724671 -3.592613 0.06 -0.25 0.22
H 0.384073 -6.536745 -4.739225 -0.44 0.00 -0.49
H 0.998062 -5.955518 -3.255520 -0.64 -1.14 -0.10
H -1.996221 -7.531301 -1.312953 -0.43 -0.20 0.15
H -0.921095 -8.692215 -2.069138 0.26 -1.49 -0.36
H -0.260037 -7.328966 -1.076711 -1.00 -0.73 -1.08
H -2.062435 -5.397803 -1.716366 -0.54 -0.58 0.70
H -0.470636 -4.860789 -1.847533 0.66 -0.69 -0.30
H -2.078449 -3.457412 -2.817514 -0.16 0.40 -0.39
H -1.051111 -4.082577 -4.145706 0.17 0.48 -0.13
H -3.412715 -4.259869 -4.889014 -0.30 0.69 -0.57
H -3.763719 -5.036360 -3.383911 -0.72 -0.47 0.20
H -4.728780 -6.888841 -4.640216 -0.85 0.37 0.66
H -3.823525 -7.786301 -5.707279 0.36 -0.98 -0.33
H -4.272074 -6.274821 -6.272473 -0.62 0.60 -0.01
H -1.529669 -6.941070 -6.548757 0.50 -0.18 0.13
H -1.051748 -5.265324 -5.976573 -0.13 -0.55 -0.17
H -2.576096 -5.618155 -6.910946 1.16 -0.09 1.04
H -1.245041 -8.458572 -4.951943 -0.61 -0.16 0.45
C 5.016616 -1.143900 2.949528 -0.18 0.34 0.11
C 5.320820 -1.864591 4.278160 0.39 1.07 0.19
C 6.793741 -2.228016 4.152697 -0.03 1.26 1.47
C 5.130527 -0.912655 5.520198 -1.26 -0.79 -0.91
C 3.628635 -0.751360 5.871755 0.84 -1.12 -0.76
C 3.142884 -2.159065 6.220097 -0.17 0.30 2.17
C 3.202589 -3.138207 5.056907 0.01 -0.25 0.37
C 2.774306 -4.512029 5.666323 -0.95 0.35 -1.61
C 2.217152 -2.753490 3.964137 -1.79 0.09 -0.01
N 4.601150 -3.089388 4.554562 -0.50 -0.89 1.18
O 4.782863 -4.000432 3.493966 0.43 -0.63 -0.05
H 4.105752 -0.556506 2.971646 -0.20 0.07 -0.15
H 5.849382 -0.497626 2.651424 -0.13 0.19 0.43
H 4.969116 -1.840125 2.130511 -0.18 -0.48 -0.10
H 7.038153 -2.817003 3.307693 0.16 -0.72 -0.74
H 7.366005 -1.308004 4.115763 0.13 0.31 -0.36
H 7.100113 -2.639736 5.092370 0.34 -0.95 0.43
H 5.550361 -1.340614 6.415835 0.77 -0.25 0.13
H 5.591091 0.029656 5.291084 0.30 0.53 -0.05
H 3.545606 -0.118298 6.731344 -0.31 0.68 0.30
H 3.144303 -0.357768 4.991395 -0.55 0.38 0.05
H 2.131093 -2.228803 6.770777 1.22 0.32 -1.21
H 3.870212 -2.458905 7.044953 -0.80 -0.23 -1.01
H 1.657942 -4.431292 5.738290 0.88 0.02 0.59
H 3.244067 -4.747219 6.619526 -0.01 -0.03 -0.13
H 2.846873 -5.320996 4.923206 0.59 0.12 0.32
H 2.090910 -3.508460 3.162646 0.19 0.26 0.54
H 2.475331 -1.813381 3.527930 0.48 0.50 -0.60
H 1.176667 -2.500379 4.332607 0.98 -0.74 0.01
H 5.509909 -4.557043 3.839653 -0.66 0.20 -0.45
C -1.438720 0.088381 -9.711053 1.72 0.92 0.22
C -0.960675 -0.603859 -8.428561 0.05 -0.62 0.84
C -1.883367 -0.192418 -7.267681 0.51 -0.05 0.69
C -0.932740 -2.143878 -8.641114 0.15 0.24 1.32
C -0.232143 -2.846812 -7.389799 1.00 0.73 -2.71
C 1.226996 -2.352636 -7.401805 -1.10 2.13 -0.02
C 1.209555 -0.809787 -7.102784 2.12 -0.44 0.26
C 0.748402 -0.538314 -5.656461 -0.78 -1.24 -0.06
C 2.731222 -0.262858 -7.214957 -2.02 -1.29 -0.08
N 0.438037 -0.194001 -8.155978 -0.17 -0.39 -0.69
O 0.447188 1.175258 -7.994591 0.33 1.60 0.21
H -1.967568 1.054407 -9.610348 0.13 -0.66 0.28
H -0.504000 0.309093 -10.250143 -0.42 -0.02 -0.18
H -1.982754 -0.619131 -10.278359 -0.92 -0.50 -0.71
H -2.892898 -0.223677 -7.608439 -0.92 0.08 -0.23
H -1.824538 -0.815973 -6.352698 -0.08 0.24 -0.72
H -1.634540 0.843438 -6.973066 -0.35 -0.42 -0.13
H -1.966728 -2.466180 -8.827438 0.18 -0.13 0.34
H -0.372557 -2.402488 -9.552872 0.01 0.22 0.28
H -0.727216 -2.679904 -6.463831 -0.50 -0.12 0.65
H -0.110494 -3.868821 -7.651281 -0.65 -1.27 0.23
H 1.611174 -2.561799 -8.413619 0.20 0.30 0.43
H 1.884724 -2.746418 -6.658974 0.24 -0.87 0.53
H -0.289799 -0.916727 -5.483417 1.32 -0.09 0.35
H 0.663645 0.485685 -5.404536 0.01 1.45 -0.02
H 1.492111 -0.904126 -4.928132 -0.47 -0.35 -0.35
H 2.925793 -0.425522 -8.265851 0.78 -0.13 -0.16
H 3.364482 -0.823626 -6.511018 -0.09 0.02 -0.51
H 2.833615 0.784163 -7.015417 -0.19 0.62 0.22
H 0.284125 1.360067 -7.052126 -0.14 0.13 -0.19
C 3.716932 4.358083 6.683631 0.94 -1.17 -0.18
C 3.553206 5.197044 5.409095 -0.96 0.45 1.70
C 2.837883 6.514205 5.931105 2.30 -1.11 -0.81
C 4.872903 5.555442 4.811254 0.77 0.99 -1.13
C 5.398272 4.525927 3.802767 1.73 2.54 -1.30
C 4.380680 4.063997 2.813018 -0.25 -0.60 0.06
C 3.160082 3.529406 3.498341 -0.67 -1.52 0.47
C 2.031190 3.248987 2.444563 1.34 1.04 1.08
C 3.488133 2.177747 4.270471 -0.18 0.05 -0.88
N 2.695345 4.594710 4.377035 -0.48 0.62 -0.41
O 1.440973 4.229639 4.917220 0.19 -0.01 0.23
H 4.423233 3.500288 6.602347 -0.42 0.52 -0.18
H 4.098446 4.909436 7.543688 -0.20 0.41 -0.17
H 2.756398 3.943841 6.919641 -0.25 -0.15 0.52
H 1.959163 6.245881 6.477801 -0.47 0.13 0.43
H 3.636608 7.007742 6.545110 -1.11 -0.07 -0.38
H 2.622348 7.057269 5.025047 -0.31 0.65 -0.04
H 4.764944 6.549765 4.256068 0.13 -1.22 0.59
H 5.631163 5.719927 5.595074 -0.39 0.01 -0.16
H 6.221539 5.096180 3.242147 -0.94 -0.85 0.53
H 5.926715 3.672228 4.164931 0.11 -0.59 0.98
H 4.827543 3.266173 2.259526 0.23 -0.64 -0.65
H 4.022594 4.765800 2.088381 0.18 0.97 -0.32
H 2.377218 2.491048 1.784428 0.14 -0.78 -0.58
H 1.900985 4.171295 1.867682 -0.21 -0.19 0.06
H 1.134329 2.950998 2.962679 -0.28 -0.16 -0.08
H 3.956085 1.435014 3.583436 -0.22 0.71 0.25
H 2.566342 1.662754 4.607108 0.45 0.51 0.15
H 4.190722 2.351564 5.098476 -0.48 -0.24 -0.28
H 1.610832 3.390549 5.383366 -0.32 0.12 0.20
C 5.323921 -5.864415 0.659039 1.59 -0.20 2.90
C 4.119286 -6.163612 -0.165158 0.03 -0.75 -0.07
O 3.008162 -5.455467 0.422169 0.19 -0.48 0.29
S 2.404465 -4.167558 -0.221056 -0.08 0.22 -0.98
C 3.257070 -2.791819 0.558762 0.92 -0.89 -2.11
O 2.500758 -4.215152 -1.664057 1.08 0.34 0.85
O 1.082895 -4.133695 0.266870 -1.75 0.25 1.04
H 6.357582 -6.191706 0.386285 -1.15 -0.25 -0.65
H 5.182514 -6.367461 1.701919 0.13 1.20 -1.58
H 5.466797 -4.765499 0.796460 -0.45 -0.76 0.11
H 4.225336 -5.824994 -1.166336 0.06 0.20 -1.02
H 3.838799 -7.239028 -0.183123 0.17 0.76 0.12
H 4.278517 -2.778298 0.142031 -0.27 -0.04 0.31
H 3.264335 -2.857963 1.626972 -0.27 -0.21 0.32
H 2.744032 -1.941302 0.146679 -0.33 0.55 0.22
C -3.912876 -3.257313 -0.564876 -0.45 -1.37 -0.81
C -2.806147 -3.223834 0.424598 0.75 -0.52 0.60
O -3.122061 -3.991452 1.669889 -0.80 1.97 -0.93
S -2.675549 -5.445516 1.781991 2.39 -1.89 0.05
C -0.995691 -5.296542 2.465573 -0.88 -0.66 -0.26
O -3.511577 -6.089260 2.729271 -0.54 -0.08 0.47
O -2.511753 -6.022391 0.469771 -0.30 0.42 0.41
H -3.925308 -2.363084 -1.170288 0.31 0.25 -0.37
H -4.804136 -3.198551 0.018157 -1.01 -0.13 0.26
H -3.954973 -4.178016 -1.221404 0.14 1.02 0.86
H -1.866413 -3.633588 0.030364 -0.20 0.29 0.22
H -2.701306 -2.215474 0.799889 0.40 0.08 0.13
H -0.525633 -6.253543 2.279951 -0.10 -0.43 0.13
H -0.967928 -5.073560 3.536008 -0.22 0.24 -0.38
H -0.459087 -4.631023 1.821250 0.26 0.80 -0.03
C 0.097548 6.388368 2.416040 -0.75 -0.52 -0.82
C -0.588251 5.047806 2.527832 -0.41 -0.37 1.62
O -2.056023 5.317690 2.648131 -0.28 0.07 -1.01
S -3.072338 4.119007 2.616904 0.54 -1.17 -0.44
C -4.591847 5.002971 2.878366 0.07 -0.35 0.68
O -3.064748 3.431776 1.320186 -0.19 1.16 0.86
O -2.784954 3.260017 3.728612 -0.13 0.01 0.33
H -0.109561 6.907032 1.473809 -0.67 -0.08 0.15
H 1.140549 6.200425 2.295235 0.98 -0.06 0.79
H -0.189884 6.990628 3.257593 0.38 0.45 0.34
H -0.342946 4.403776 1.703173 -0.46 -0.26 -0.61
H -0.362919 4.477767 3.469124 0.22 0.85 -0.88
H -4.890490 5.436540 1.962465 -0.34 0.25 -1.17
H -4.393263 5.830482 3.546316 0.13 -0.07 0.42
H -5.389059 4.342861 3.274216 0.75 0.12 -0.28
C -1.525616 5.141288 -1.237061 -0.85 -0.03 0.93
C -2.091391 3.779059 -1.570403 -0.53 1.67 -2.33
O -1.734189 3.742877 -3.095209 -1.18 -0.81 1.90
S -1.992060 2.378809 -3.848010 -0.50 0.95 -0.80
C -3.673562 2.507631 -4.463618 0.24 0.05 -0.45
O -1.066997 2.468669 -4.943155 -0.31 -0.49 0.06
O -2.011895 1.234292 -2.986410 0.45 0.11 0.43
H -0.557226 5.258986 -1.675352 0.50 -0.07 -0.06
H -1.479561 5.332491 -0.153471 0.00 -0.24 -0.33
H -2.166559 5.908717 -1.662459 -0.10 0.07 -0.08
H -1.626606 2.933051 -1.181699 0.99 -1.19 0.90
H -3.183965 3.689283 -1.410974 0.56 0.13 -0.39
H -4.430073 2.577789 -3.660904 0.63 -0.29 -0.21
H -3.728970 1.541250 -5.011823 -0.45 0.74 0.19
H -3.789063 3.390196 -5.127439 0.29 -0.72 0.28
C 0.357699 -1.353734 -2.429405 2.21 -1.45 0.44
C -0.262512 -1.414047 -1.061568 0.47 -0.56 0.03
O 0.657022 -0.706587 -0.174541 -1.02 0.24 -0.58
S 0.217395 -0.301296 1.288502 2.26 0.55 -0.97
C -0.748527 1.182629 1.240688 0.45 0.13 1.16
O -0.589289 -1.314791 1.819739 -1.54 -1.60 1.00
O 1.525694 -0.053665 1.818847 -0.27 0.66 0.91
H 1.498917 -1.625733 -2.345401 -2.15 0.32 -0.26
H 0.292702 -0.361489 -2.834651 -0.18 0.40 -0.32
H -0.136424 -2.103315 -3.064562 0.25 0.40 -0.01
H -1.202759 -0.923392 -1.104900 -0.99 0.78 0.21
H -0.457091 -2.433473 -0.686071 0.64 0.48 -0.14
H -0.090361 2.000011 0.988911 0.14 0.26 -0.28
H -1.116491 1.343128 2.282098 0.28 -0.26 -0.70
H -1.599887 1.113208 0.597513 -0.43 -0.23 -0.52
C -0.801038 -0.044936 5.213461 0.08 -1.59 0.59
C -0.229371 -0.060560 6.618573 0.53 -1.49 -1.57
O -0.691057 0.999321 7.375293 -0.12 1.75 1.66
S 0.092485 2.350129 7.578636 1.49 -0.05 0.67
C -0.866337 3.491197 6.795545 -2.04 2.04 -1.43
O 0.101369 2.721552 8.970429 0.11 -0.86 -0.88
O 1.347760 2.317001 6.837553 -0.84 -1.02 0.82
H -1.881372 -0.204684 5.251629 -0.01 0.46 -0.05
H -0.416162 -1.012849 4.818680 -0.06 0.95 -0.59
H -0.537608 0.847925 4.653901 0.16 -0.16 -0.25
H -0.592974 -0.925255 7.128917 -0.45 -0.70 0.35
H 0.852468 -0.233768 6.596613 0.03 0.89 0.15
H -0.219318 4.390563 6.865833 -0.55 -0.30 -0.23
H -1.812240 3.682682 7.367541 0.89 -0.32 -0.51
H -1.110992 3.285576 5.706336 0.45 0.02 1.37
```
Positions in Å, forces in eV/Å.

Here are the Löwdin charges for atoms 1 to 8, given in e: -0.01, -0.44, 0.00, -0.16, -0.18, -0.11, -0.51, -0.03